# 1
C5H13NO2 in the gas phase in a non-equilibrium geometry, computed with ωB97M-V/def2-TZVPD.

Structure (XYZ):
```
21
Properties=species:S:1:pos:R:3
C -0.41 -0.92 0.62
C -0.60 -0.60 -0.84
C 0.49 1.69 -0.82
C 1.94 -0.28 -1.12
C -0.08 -0.03 1.80
N 0.59 0.26 -1.01
O -1.98 -1.45 0.95
O -2.77 -0.21 1.04
H -3.56 -0.52 0.58
H 0.14 -1.86 0.73
H -0.48 -1.50 -1.44
H -1.52 -0.07 -1.06
H 1.93 -1.35 -1.32
H 2.51 -0.09 -0.21
H 1.01 2.01 0.09
H 0.92 2.22 -1.67
H -0.55 2.01 -0.72
H 2.46 0.20 -1.96
H 1.00 0.08 1.92
H -0.45 -0.51 2.71
H -0.58 0.93 1.74
```

As for the structure (SMILES): C[C@H](CN(C)C)OO. The value obtained for the energy relative to the best compared isomer or geometry (same formula, charge and spin) is 128.5 kcal/mol. Its total charge is 0.

=====

# 2
3 unconnected molecules or ions with the total composition C22H35NO10 in a non-equilibrium geometry, computed with ωB97M-V/def2-TZVPD.

Structure (XYZ):
```
68
Properties=species:S:1:pos:R:3
C -5.50 2.98 0.44
O -4.74 3.89 -0.34
C -3.89 3.25 -1.27
C -3.09 2.06 -0.68
C -1.79 1.95 -1.49
N -0.94 0.79 -1.15
C -0.68 -0.16 -2.23
C -1.80 -1.15 -2.59
O -3.11 -0.58 -2.56
C -1.13 0.25 0.08
O -1.53 -0.86 0.38
O -0.77 1.15 1.10
O -1.41 0.74 2.29
C -0.51 0.65 3.32
O -0.96 0.61 4.44
C 0.97 0.61 3.09
C 1.55 -0.18 2.14
C 2.90 -0.19 1.92
C 3.67 0.63 2.70
C 3.13 1.41 3.68
C 1.77 1.40 3.88
H -4.96 2.78 1.37
H -6.45 3.45 0.72
H -5.75 2.05 -0.08
H -3.16 4.00 -1.60
H -4.44 2.93 -2.17
H -2.86 2.34 0.35
H -3.67 1.14 -0.77
H -2.04 1.94 -2.55
H -1.23 2.88 -1.34
H 0.22 -0.75 -2.06
H -0.46 0.42 -3.12
H -1.64 -1.64 -3.56
H -1.77 -1.96 -1.85
H -3.58 -1.01 -1.84
H 0.88 -0.81 1.55
H 3.32 -0.83 1.15
H 4.74 0.65 2.51
H 3.74 2.04 4.31
H 1.34 2.03 4.65
O 1.44 -0.53 -4.49
C 2.10 0.48 -4.48
O 3.43 0.38 -4.61
C 4.29 1.51 -4.79
C 4.69 2.12 -3.47
C 1.48 1.83 -4.22
H 3.85 2.23 -5.47
H 5.18 1.12 -5.29
H 3.82 2.51 -2.93
H 5.39 2.94 -3.62
H 5.15 1.37 -2.83
H 1.38 1.97 -3.14
H 0.50 1.86 -4.68
H 2.04 2.66 -4.64
O 2.29 -3.41 2.05
C 1.37 -3.81 2.72
O 1.11 -5.13 2.74
C 0.17 -5.72 3.64
C -1.24 -5.66 3.10
C 0.47 -2.85 3.45
H 0.25 -5.28 4.64
H 0.48 -6.76 3.74
H -1.58 -4.63 2.97
H -1.93 -6.17 3.77
H -1.29 -6.13 2.12
H -0.29 -2.49 2.77
H 1.06 -2.02 3.81
H -0.01 -3.29 4.33
```

As for the structure (SMILES): COCCCN(CCO)C(=O)OOC(=O)c1ccccc1.CCOC(C)=O.CCOC(C)=O. The value obtained for the energy relative to the best compared isomer or geometry (same formula, charge and spin) is 42.4 kcal/mol. Its total charge is 0.

=====

# 3
A molecular structure, C34H39GeMoN6 in a non-equilibrium geometry, computed with ωB97M-V/def2-TZVPD.

Structure (XYZ):
```
81
Properties=species:S:1:pos:R:3
Mo -0.18 0.33 -0.23
C -2.30 0.18 -0.68
C -0.04 1.30 -2.17
N 0.49 0.00 -2.28
C 1.97 -0.10 -2.45
C 2.70 0.35 -1.21
C 4.07 0.47 -1.13
C 4.63 0.73 0.11
C 3.82 0.85 1.25
C 2.46 0.76 1.10
C 1.48 0.93 2.25
N 0.14 0.34 1.92
C -1.03 0.98 2.59
C -2.33 0.50 1.90
N -2.01 -0.25 0.64
N 1.92 0.54 -0.13
H -2.67 -0.59 -1.34
H -2.89 1.09 -0.76
H 0.69 2.10 -2.29
H -0.97 1.47 -2.71
H -0.02 -0.64 -2.88
H 2.27 0.47 -3.33
H 2.22 -1.15 -2.63
H 4.69 0.34 -2.00
H 5.71 0.82 0.21
H 4.26 1.01 2.23
H 1.34 1.99 2.46
H 1.89 0.49 3.16
H 0.15 -0.63 2.22
H -0.92 2.06 2.51
H -1.03 0.73 3.65
H -2.99 1.33 1.66
H -2.89 -0.18 2.54
H -2.14 -1.26 0.79
N -0.56 6.90 -0.03
C -0.50 5.58 0.01
C -1.68 4.78 -0.07
C -1.56 3.42 -0.01
N -0.37 2.77 0.11
C 0.75 3.53 0.17
C 0.75 4.90 0.14
H -1.45 7.39 -0.13
H 0.27 7.48 0.03
H -2.66 5.23 -0.18
H -2.45 2.81 -0.06
H 1.69 3.00 0.24
H 1.69 5.45 0.21
C -1.80 -3.98 3.82
C -0.58 -3.29 3.78
C -0.08 -2.85 2.57
C -0.79 -3.06 1.37
C -2.01 -3.76 1.42
C -2.50 -4.22 2.64
Ge 0.06 -2.53 -0.27
C 1.82 -3.33 -0.29
C 1.78 -4.70 -0.52
C 2.96 -5.43 -0.53
C 4.18 -4.81 -0.30
C 4.22 -3.45 -0.05
C 3.04 -2.70 -0.04
C -0.91 -2.95 -1.86
C -2.31 -3.02 -1.93
C -2.93 -3.53 -3.05
C -2.16 -3.96 -4.14
C -0.77 -3.88 -4.09
C -0.14 -3.36 -2.97
H -2.18 -4.36 4.76
H -0.02 -3.15 4.69
H 0.93 -2.44 2.55
H -2.56 -3.98 0.52
H -3.42 -4.78 2.67
H 0.84 -5.22 -0.69
H 2.92 -6.50 -0.72
H 5.09 -5.39 -0.28
H 5.17 -2.96 0.14
H 3.09 -1.65 0.20
H -2.93 -2.72 -1.09
H -4.01 -3.62 -3.09
H -2.65 -4.34 -5.02
H -0.18 -4.24 -4.93
H 0.94 -3.32 -2.94
```

Its total charge is +4. As for the calculated total energy: -3791.1816 hartree. Its multiplicity is 4.

=====

- Which of these has the highest total charge?
  C34H39GeMoN6

=====

Copy entry 2 word for word.
3 unconnected molecules or ions with the total composition C22H35NO10 in a non-equilibrium geometry, computed with ωB97M-V/def2-TZVPD.

Structure (XYZ):
```
68
Properties=species:S:1:pos:R:3
C -5.50 2.98 0.44
O -4.74 3.89 -0.34
C -3.89 3.25 -1.27
C -3.09 2.06 -0.68
C -1.79 1.95 -1.49
N -0.94 0.79 -1.15
C -0.68 -0.16 -2.23
C -1.80 -1.15 -2.59
O -3.11 -0.58 -2.56
C -1.13 0.25 0.08
O -1.53 -0.86 0.38
O -0.77 1.15 1.10
O -1.41 0.74 2.29
C -0.51 0.65 3.32
O -0.96 0.61 4.44
C 0.97 0.61 3.09
C 1.55 -0.18 2.14
C 2.90 -0.19 1.92
C 3.67 0.63 2.70
C 3.13 1.41 3.68
C 1.77 1.40 3.88
H -4.96 2.78 1.37
H -6.45 3.45 0.72
H -5.75 2.05 -0.08
H -3.16 4.00 -1.60
H -4.44 2.93 -2.17
H -2.86 2.34 0.35
H -3.67 1.14 -0.77
H -2.04 1.94 -2.55
H -1.23 2.88 -1.34
H 0.22 -0.75 -2.06
H -0.46 0.42 -3.12
H -1.64 -1.64 -3.56
H -1.77 -1.96 -1.85
H -3.58 -1.01 -1.84
H 0.88 -0.81 1.55
H 3.32 -0.83 1.15
H 4.74 0.65 2.51
H 3.74 2.04 4.31
H 1.34 2.03 4.65
O 1.44 -0.53 -4.49
C 2.10 0.48 -4.48
O 3.43 0.38 -4.61
C 4.29 1.51 -4.79
C 4.69 2.12 -3.47
C 1.48 1.83 -4.22
H 3.85 2.23 -5.47
H 5.18 1.12 -5.29
H 3.82 2.51 -2.93
H 5.39 2.94 -3.62
H 5.15 1.37 -2.83
H 1.38 1.97 -3.14
H 0.50 1.86 -4.68
H 2.04 2.66 -4.64
O 2.29 -3.41 2.05
C 1.37 -3.81 2.72
O 1.11 -5.13 2.74
C 0.17 -5.72 3.64
C -1.24 -5.66 3.10
C 0.47 -2.85 3.45
H 0.25 -5.28 4.64
H 0.48 -6.76 3.74
H -1.58 -4.63 2.97
H -1.93 -6.17 3.77
H -1.29 -6.13 2.12
H -0.29 -2.49 2.77
H 1.06 -2.02 3.81
H -0.01 -3.29 4.33
```

As for the structure (SMILES): COCCCN(CCO)C(=O)OOC(=O)c1ccccc1.CCOC(C)=O.CCOC(C)=O. The value obtained for the energy relative to the best compared isomer or geometry (same formula, charge and spin) is 42.4 kcal/mol. Its total charge is 0.